Molecular formula: H30O15
Method: DFT, the ωB97M-V functional and the def2-TZVPD basis

Geometry as XYZ:
```
45
Properties=species:S:1:pos:R:3:nbo_charge:R:1
O 0.817 -2.830 -1.360 -0.955
H 1.651 -2.928 -1.834 0.454
H 0.442 -2.030 -1.738 0.511
O -2.933 2.844 0.979 -0.960
H -3.710 2.631 1.452 0.465
H -2.912 2.174 0.240 0.485
O -1.610 -1.185 -1.959 -0.972
H -2.055 -2.045 -1.881 0.468
H -2.312 -0.576 -1.663 0.482
O -2.656 -0.188 1.574 -0.989
H -2.186 0.291 2.260 0.511
H -3.440 -0.571 2.012 0.499
O 0.013 0.498 -0.054 -0.948
H -0.657 0.378 0.560 0.481
H 0.711 0.031 0.340 0.489
O 2.530 -0.605 -2.738 -0.931
H 2.349 -0.110 -1.897 0.488
H 2.772 -1.471 -2.375 0.432
O -1.998 -2.956 0.839 -0.972
H -1.436 -3.382 0.178 0.483
H -1.749 -2.030 0.878 0.487
O -0.252 1.758 -2.376 -0.983
H -0.307 1.254 -1.544 0.489
H -1.127 1.492 -2.697 0.474
O 2.914 -0.306 2.409 -0.946
H 3.142 0.033 1.551 0.463
H 2.353 0.357 2.712 0.478
O 0.884 3.604 -0.609 -0.951
H 1.634 3.959 -1.039 0.465
H 0.729 2.829 -1.120 0.485
O -2.966 0.944 -0.999 -0.952
H -3.888 0.978 -1.312 0.491
H -3.025 0.513 -0.165 0.500
O 3.336 0.040 -0.275 -0.974
H 3.598 0.969 -0.294 0.503
H 4.128 -0.447 -0.591 0.502
O 2.559 -2.654 0.989 -0.941
H 2.842 -1.716 0.991 0.475
H 2.284 -2.697 0.039 0.470
O -0.318 2.886 1.815 -0.985
H -1.275 2.970 1.651 0.481
H -0.038 2.813 0.916 0.479
O 0.326 -1.507 2.178 -1.006
H 1.140 -1.813 1.743 0.500
H -0.304 -2.201 2.210 0.476
```

Properties
Energy above the lowest of the compared OMol25 structures with the same formula, charge and spin ... 194.9 kJ/mol
E_tot ... -31199.6454 eV
Charge ... 0



Molecular formula: C20H22N4
Method: DFT, the ωB97M-V functional and the def2-TZVPD basis

Geometry as XYZ:
```
46
Properties=species:S:1:pos:R:3:nbo_charge:R:1
C 3.759 4.943 0.542 -0.626
C 3.502 3.547 1.025 -0.008
C 4.522 2.863 1.716 -0.218
C 4.333 1.590 2.175 -0.173
C 3.108 0.933 1.962 -0.143
C 2.807 -0.360 2.437 -0.122
C 1.596 -0.948 2.191 -0.080
C 1.279 -2.270 2.823 -0.632
C 0.657 -0.208 1.403 0.409
N -0.598 -0.724 1.101 -0.444
C -0.656 -2.031 0.452 -0.216
C -1.966 -2.247 -0.305 -0.216
N -2.170 -1.223 -1.300 -0.414
C -3.027 -1.365 -2.345 0.398
C -3.750 -2.549 -2.590 -0.323
C -4.565 -2.607 -3.698 -0.144
C -4.665 -1.504 -4.539 -0.326
C -3.933 -0.381 -4.204 0.071
N -3.139 -0.304 -3.152 -0.493
C -1.644 0.087 -0.969 -0.232
C -1.558 0.218 0.546 -0.237
N 0.900 1.019 1.002 -0.515
C 2.078 1.610 1.264 0.258
C 2.300 2.924 0.810 -0.228
H 3.995 5.595 1.382 0.218
H 4.609 4.957 -0.139 0.218
H 2.890 5.341 0.024 0.216
H 5.465 3.364 1.880 0.207
H 5.120 1.071 2.707 0.208
H 3.546 -0.878 3.035 0.205
H 1.953 -2.443 3.660 0.219
H 0.257 -2.279 3.194 0.223
H 1.409 -3.091 2.119 0.216
H -0.579 -2.827 1.195 0.206
H 0.177 -2.140 -0.256 0.188
H -1.899 -3.223 -0.795 0.214
H -2.803 -2.283 0.408 0.185
H -3.686 -3.393 -1.923 0.212
H -5.129 -3.505 -3.906 0.213
H -5.295 -1.519 -5.414 0.217
H -3.975 0.518 -4.808 0.188
H -0.645 0.221 -1.400 0.197
H -2.305 0.840 -1.401 0.242
H -2.537 0.017 0.994 0.190
H -1.238 1.223 0.816 0.256
H 1.499 3.418 0.280 0.215
```

Properties
Energy above the lowest of the compared OMol25 structures with the same formula, charge and spin ... 31.8 kJ/mol
E_tot ... -27058.0953 eV
Charge ... 0
Structure (SMILES) ... Cc1ccc2cc(C)c(N3CCN(c4ccccn4)CC3)nc2c1



Molecular formula: C5H8O2
Method: DFT, the ωB97M-V functional and the def2-TZVPD basis

Geometry as XYZ:
```
15
Properties=species:S:1:pos:R:3:nbo_charge:R:1
C 0.763 0.648 1.487 -0.628
C 0.506 -0.542 0.593 0.080
O -0.655 -1.399 0.708 -0.510
C -0.942 -1.198 -0.684 0.076
C -1.379 0.228 -0.847 -0.477
C 0.090 -0.118 -0.792 0.190
O 1.061 0.349 -1.656 -0.673
H 1.270 1.386 0.810 0.188
H -0.165 1.096 1.846 0.227
H 1.456 0.497 2.310 0.220
H 1.389 -1.189 0.530 0.184
H -1.227 -2.054 -1.287 0.210
H -1.709 0.497 -1.848 0.229
H -1.918 0.714 -0.034 0.215
H 1.462 1.084 -1.136 0.470
```

Properties
Energy above the lowest of the compared OMol25 structures with the same formula, charge and spin ... 284.5 kJ/mol
E_tot ... -9406.8837 eV
Charge ... 0



no.,LUMO energy (eV)
1,-0.357
2,0.670
3,0.843